1.
{
  "formula": "C3H4O3",
  "method": "the ωB97M-V functional and the def2-TZVPD basis",
  "species": ["O", "C", "C", "O", "C", "O", "H", "H", "H", "H"],
  "coordinates": [[1.088, 1.483, -0.407], [1.409, 0.376, -0.046], [0.414, -0.801, -0.117], [-0.799, -0.347, -0.713], [-1.627, 0.337, 0.104], [-1.456, 0.519, 1.277], [2.433, 0.586, 0.248], [0.794, -1.595, -0.765], [0.225, -1.202, 0.884], [-2.498, 0.674, -0.478]],
  "smiles": "O=CCOC=O",
  "homo_lumo_gap_ev": 10.93
}



2.
{
  "formula": "C3H4O3",
  "method": "the ωB97M-V functional and the def2-TZVPD basis",
  "species": ["O", "C", "C", "O", "C", "O", "H", "H", "H", "H"],
  "coordinates": [[2.125, -0.962, -0.463], [1.023, -0.513, -0.322], [0.597, 0.847, 0.190], [-0.762, 0.936, -0.170], [-1.210, -0.382, -0.070], [-0.128, -1.215, -0.490], [1.142, 1.705, -0.201], [0.735, 0.750, 1.280], [-2.063, -0.543, -0.729], [-1.459, -0.623, 0.975]],
  "smiles": "O=C1COCO1",
  "homo_lumo_gap_ev": 11.31
}



3.
{
  "formula": "C3H4O3",
  "method": "the ωB97M-V functional and the def2-TZVPD basis",
  "species": ["O", "C", "C", "O", "C", "O", "H", "H", "H", "H"],
  "coordinates": [[-0.729, -0.592, -1.756], [-0.277, -1.174, -0.804], [-0.193, -0.594, 0.595], [-0.747, 0.746, 0.682], [0.146, 1.657, 0.201], [1.240, 1.303, -0.184], [0.116, -2.213, -0.887], [-0.759, -1.236, 1.279], [0.859, -0.608, 0.905], [0.413, 2.701, -0.040]],
  "smiles": "O=CCOC=O",
  "homo_lumo_gap_ev": 11.22
}



What are the relative energies? In kJ/mol: 1 83.6; 2 0.0; 3 174.9.



1.
{
  "formula": "C3H4O3",
  "method": "the ωB97M-V functional and the def2-TZVPD basis",
  "species": ["O", "C", "C", "O", "C", "O", "H", "H", "H", "H"],
  "coordinates": [[0.540, -0.726, -1.881], [-0.050, -0.480, -0.655], [-0.201, -0.132, 1.925], [-0.515, 0.901, 1.154], [0.109, 0.918, -0.117], [0.586, 1.896, -0.596], [1.435, -0.368, -1.855], [-1.127, -0.675, -0.728], [0.324, -1.096, 0.189], [-1.102, -0.238, 2.563]],
  "homo_lumo_gap_ev": 8.99
}



2.
{
  "formula": "C3H4O3",
  "method": "the ωB97M-V functional and the def2-TZVPD basis",
  "species": ["C", "C", "C", "O", "O", "O", "H", "H", "H", "H"],
  "coordinates": [[2.506, 0.141, -0.085], [-0.215, -0.361, -0.367], [-1.639, 0.184, -0.405], [2.542, 0.810, 0.829], [2.516, -0.559, -1.007], [0.359, -0.690, 0.694], [-1.678, 1.187, -0.823], [-2.071, 0.334, 0.597], [-2.265, -0.366, -0.977], [-0.054, -0.680, 1.543]],
  "homo_lumo_gap_ev": 8.67
}



3.
{
  "formula": "C3H4O3",
  "method": "the ωB97M-V functional and the def2-TZVPD basis",
  "species": ["O", "C", "C", "O", "C", "O", "H", "H", "H", "H"],
  "coordinates": [[-1.441, -1.047, 0.128], [-0.631, -0.236, -0.478], [-0.137, 1.256, 0.096], [1.269, 0.707, 0.253], [0.775, -0.476, 0.003], [1.166, -1.566, 0.570], [0.323, -2.117, 0.480], [-0.691, -0.093, -1.589], [-0.517, 1.445, 1.102], [-0.117, 2.127, -0.566]],
  "homo_lumo_gap_ev": 8.87
}



4.
{
  "formula": "C3H4O3",
  "method": "the ωB97M-V functional and the def2-TZVPD basis",
  "species": ["O", "C", "C", "O", "C", "O", "H", "H", "H", "H"],
  "coordinates": [[1.672, 0.324, 1.435], [0.964, -0.353, 0.735], [0.251, 0.159, -0.515], [0.021, -0.858, -1.442], [-1.003, 0.778, 0.098], [-2.036, 0.165, 0.195], [0.686, -1.399, 0.994], [0.860, 0.927, -0.999], [-0.557, -1.525, -1.051], [-0.860, 1.780, 0.551]],
  "smiles": "O=CC(O)C=O",
  "homo_lumo_gap_ev": 10.12
}



What are the relative energies? In kJ/mol: 1 245.8; 2 138.6; 3 194.8; 4 0.0.



1.
{
  "formula": "C6H8OS",
  "method": "the ωB97M-V functional and the def2-TZVPD basis",
  "species": ["C", "C", "C", "C", "C", "C", "H", "H", "H", "H", "H", "H", "H", "H", "O", "S"],
  "coordinates": [[-2.881, 0.373, -0.078], [-1.558, -0.065, -0.345], [-0.507, 0.787, -0.296], [0.915, 0.498, -0.588], [1.789, 0.216, 0.667], [1.597, -1.246, 0.230], [-3.009, 1.484, 0.101], [-1.360, -1.116, -0.557], [-0.699, 1.816, 0.006], [1.378, 1.240, -1.234], [1.385, 0.481, 1.614], [2.794, 0.630, 0.571], [0.777, -1.765, 0.828], [2.459, -1.950, 0.158], [1.121, -0.810, -1.039], [-4.201, -0.572, -0.039]],
  "homo_lumo_gap_ev": 7.95
}



2.
{
  "formula": "C6H8OS",
  "method": "the ωB97M-V functional and the def2-TZVPD basis",
  "species": ["C", "C", "C", "S", "C", "C", "C", "O", "H", "H", "H", "H", "H", "H", "H", "H"],
  "coordinates": [[0.702, -2.065, 0.311], [-0.234, -0.836, 0.054], [1.234, -0.880, -0.306], [1.285, -0.223, -1.979], [0.001, 1.149, -1.243], [-0.476, 0.562, 0.088], [-0.849, 1.402, 1.219], [-1.934, 0.919, 0.450], [0.128, -2.865, -0.345], [1.070, -2.294, 1.232], [-1.041, -1.481, -0.611], [1.808, -0.198, 0.322], [0.807, 2.081, -1.082], [-0.992, 1.185, -1.712], [-0.677, 1.112, 2.352], [-0.832, 2.431, 1.252]],
  "smiles": "C1[C@@H]2[C@@H]1SC[C@]21CO1",
  "homo_lumo_gap_ev": 9.21
}



3.
{
  "formula": "C6H8OS",
  "method": "the ωB97M-V functional and the def2-TZVPD basis",
  "species": ["C", "C", "C", "O", "C", "C", "C", "S", "H", "H", "H", "H", "H", "H", "H", "H"],
  "coordinates": [[-2.382, 1.290, 0.020], [-1.319, 0.231, -0.006], [-1.871, -1.154, -0.075], [-1.251, -2.214, 0.084], [0.018, 0.496, -0.014], [0.499, 1.931, -0.018], [1.038, -0.557, -0.074], [2.648, -0.296, 0.019], [-2.280, 1.961, -0.852], [-2.203, 1.898, 0.934], [-3.376, 0.864, 0.121], [-2.982, -1.226, -0.192], [1.208, 2.212, -0.796], [-0.281, 2.722, 0.036], [1.059, 2.150, 0.900], [0.600, -1.552, -0.132]],
  "smiles": "C/C(C=O)=C(\\C)C=S",
  "homo_lumo_gap_ev": 7.28
}



4.
{
  "formula": "C6H8OS",
  "method": "the ωB97M-V functional and the def2-TZVPD basis",
  "species": ["C", "C", "C", "C", "C", "C", "O", "S", "H", "H", "H", "H", "H", "H", "H", "H"],
  "coordinates": [[1.216, 0.360, 0.153], [-0.399, -0.931, -1.048], [0.763, -0.142, -1.000], [-1.453, 0.166, 1.335], [1.584, 0.029, -2.271], [-1.940, 0.080, 2.718], [-2.248, -2.224, 0.260], [-1.180, -1.235, 0.430], [1.813, 1.218, 0.376], [-0.703, -1.524, -1.892], [1.230, 0.906, -2.813], [1.498, -0.850, -2.906], [2.629, 0.187, -2.023], [-2.017, -0.935, 3.114], [-2.936, 0.534, 2.742], [-1.316, 0.679, 3.380]],
  "homo_lumo_gap_ev": [7.28, 6.72]
}



What are the relative energies? In kJ/mol: 1 78.5; 2 478.5; 3 0.0; 4 657.2.



1.
{
  "formula": "C6H8OS",
  "method": "the ωB97M-V functional and the def2-TZVPD basis",
  "species": ["O", "C", "C", "C", "S", "C", "C", "C", "H", "H", "H", "H", "H", "H", "H", "H"],
  "coordinates": [[-0.270, -1.318, 1.757], [0.138, -0.040, 1.217], [1.607, -0.166, 0.857], [1.889, -0.219, -0.426], [0.448, -0.300, -1.486], [-0.553, 0.372, -0.145], [-1.280, 1.666, -0.339], [-2.076, 0.371, -0.213], [-1.164, -1.234, 2.097], [0.025, 0.690, 2.026], [2.437, -0.139, 1.615], [2.853, -0.531, -0.756], [-1.179, 2.251, -1.194], [-1.259, 2.251, 0.565], [-2.512, -0.077, -1.086], [-2.556, 0.224, 0.751]],
  "smiles": "O[C@H]1C=CSC12CC2",
  "homo_lumo_gap_ev": 8.98
}



2.
{
  "formula": "C6H8OS",
  "method": "the ωB97M-V functional and the def2-TZVPD basis",
  "species": ["C", "C", "C", "C", "C", "C", "H", "H", "H", "H", "H", "H", "H", "H", "O", "S"],
  "coordinates": [[1.402, -2.273, -0.824], [0.677, -1.010, -0.433], [0.271, -0.567, 0.817], [-0.709, 0.418, 0.798], [-0.389, 1.881, 0.178], [-1.049, 0.727, -0.526], [2.412, -2.374, 0.087], [1.944, -2.050, -2.025], [0.473, -3.213, -0.795], [0.685, -0.898, 1.845], [-1.376, 0.559, 1.531], [0.548, 2.134, -0.146], [-1.426, 3.038, 1.525], [-2.044, 0.955, -0.803], [-1.169, 2.910, 0.527], [-0.251, -0.239, -1.756]],
  "homo_lumo_gap_ev": 8.17
}



3.
{
  "formula": "C6H8OS",
  "method": "the ωB97M-V functional and the def2-TZVPD basis",
  "species": ["C", "C", "C", "C", "C", "C", "O", "S", "H", "H", "H", "H", "H", "H", "H", "H"],
  "coordinates": [[-2.115, -0.437, -0.046], [-1.415, -1.629, 0.063], [-1.471, 0.833, -0.169], [0.600, -0.031, 0.054], [1.067, 0.617, 1.341], [1.415, 0.212, -1.189], [-1.648, 1.997, 0.038], [0.319, -1.783, 0.202], [-3.129, -0.443, -0.451], [-1.925, -2.512, -0.215], [2.088, 0.492, 1.320], [0.521, 0.248, 2.178], [0.785, 1.609, 1.327], [1.763, 1.228, -1.175], [0.836, 0.096, -2.111], [2.310, -0.499, -1.166]],
  "homo_lumo_gap_ev": [7.53, 7.53]
}



4.
{
  "formula": "C6H8OS",
  "method": "the ωB97M-V functional and the def2-TZVPD basis",
  "species": ["C", "C", "C", "C", "C", "C", "H", "H", "H", "H", "H", "H", "H", "H", "O", "S"],
  "coordinates": [[1.878, -1.216, 0.384], [0.477, 0.589, -0.170], [-0.669, 1.151, -1.066], [-0.605, 0.592, 0.956], [-1.675, -0.319, 0.347], [-1.709, 0.050, -0.952], [1.306, -1.528, 1.278], [2.322, -2.146, -0.021], [2.631, -0.489, 0.675], [1.280, 1.298, -0.038], [-0.434, 1.570, -2.033], [-0.288, 0.477, 1.948], [-2.137, -1.214, 0.778], [-2.252, -0.434, -1.763], [0.996, -0.675, -0.599], [-1.121, 2.295, 0.276]],
  "homo_lumo_gap_ev": 9.25
}



What are the relative energies? In kJ/mol: 1 0.0; 2 301.0; 3 113.5; 4 77.7.